The following is a quantum chemistry calculation of 14 unconnected molecules or ions with the total composition C83H132F24N9O19 at a distorted geometry, from OMol25.

Structure (XYZ):
```
267
Properties=species:S:1:pos:R:3:forces:R:3
C -2.556240 -1.848815 -3.917658 0.69 -0.75 1.01
N -3.809676 -1.817766 -4.658470 -0.81 -2.32 -0.58
C -4.897052 -1.843657 -3.629480 -1.04 1.04 -1.46
C -3.882802 -0.659017 -5.567887 -0.39 1.15 1.26
C -3.881015 -3.138996 -5.444911 -1.32 -0.81 -0.71
C -5.315977 -3.633638 -6.085313 2.44 1.92 0.53
O -5.608516 -2.918883 -7.304475 -0.53 -0.05 1.05
H -2.598835 -0.997383 -3.260924 0.35 0.54 0.21
H -1.703936 -1.828514 -4.593276 0.00 -0.03 -0.03
H -2.566067 -2.778809 -3.287013 0.11 0.63 -0.73
H -4.842900 -2.790813 -3.115600 0.02 -0.26 0.20
H -5.813660 -1.731689 -4.231895 0.06 -0.30 0.59
H -4.816955 -0.968388 -2.983868 0.37 -0.24 0.25
H -3.026833 -0.655319 -6.259491 -0.32 -0.02 0.39
H -3.858393 0.208673 -4.831955 0.02 -0.80 -1.46
H -4.829841 -0.702898 -6.126147 0.43 0.10 0.21
H -3.495709 -3.936429 -4.790535 -0.32 0.36 -0.05
H -3.161890 -2.993540 -6.237560 0.11 -0.13 -0.45
H -6.074133 -3.434516 -5.340078 -0.27 -0.41 0.08
H -5.192911 -4.690245 -6.276358 -0.03 -0.20 0.02
H -6.512316 -2.586076 -7.170131 0.48 -0.12 -0.51
C 4.435178 -6.213830 1.246514 -1.93 -0.14 -1.92
N 3.978511 -7.507660 0.601036 -0.40 0.18 0.11
C 2.830281 -7.143622 -0.350261 1.36 -0.85 0.14
C 5.118594 -8.141298 -0.188409 -1.13 0.22 -0.64
C 3.331720 -8.382368 1.672499 0.49 -0.64 0.33
C 4.269636 -8.737148 2.837212 0.17 -0.16 -2.09
O 5.214905 -9.632923 2.251474 0.26 0.00 0.56
H 4.420650 -5.458093 0.440148 0.34 -0.08 0.49
H 5.331754 -6.347837 1.748652 1.78 -0.18 0.72
H 3.646903 -5.991325 1.937441 -0.31 0.46 0.48
H 2.003801 -6.800714 0.243044 -0.39 0.07 0.22
H 2.635096 -8.092057 -0.827824 -0.59 -0.08 -0.31
H 3.155483 -6.394618 -1.065216 0.12 0.15 0.06
H 4.750995 -8.939845 -0.847386 -0.33 0.19 0.40
H 5.829252 -8.599742 0.472165 0.38 0.35 0.28
H 5.482634 -7.360443 -0.861454 0.28 -0.05 0.38
H 2.891498 -9.274376 1.188397 0.63 0.31 0.19
H 2.489890 -7.847228 2.056156 -0.55 0.56 0.09
H 3.795362 -9.219977 3.662189 -0.95 -0.25 0.37
H 4.741387 -7.847329 3.227566 0.29 0.38 0.11
H 5.639332 -10.086549 2.978827 0.38 -0.30 0.04
C -0.990717 3.901265 6.547740 1.86 -1.58 -1.00
N -0.074481 2.686438 6.305197 -1.12 -2.11 1.88
C 0.927009 2.908708 5.267637 -0.67 1.14 -0.60
C 0.626773 2.464124 7.625908 2.09 0.64 -0.99
C -0.863364 1.355578 6.065846 -0.24 0.23 1.06
C -2.007651 1.609426 5.147563 -0.35 0.25 -1.02
O -1.442256 1.839873 3.869162 -0.47 -0.42 0.45
H -1.679392 3.560195 7.268880 -0.90 0.08 0.94
H -1.430821 4.135796 5.610886 -0.64 0.44 -0.59
H -0.331074 4.681635 6.870171 0.08 0.46 0.38
H 1.640558 2.106610 5.242949 0.53 -0.09 0.19
H 1.282635 3.907669 5.481560 0.96 0.02 -0.18
H 0.413629 2.947344 4.319023 0.00 -0.07 -0.22
H -0.039606 2.370754 8.462293 -0.56 -0.23 0.06
H 1.173790 3.424237 7.739341 0.12 -0.83 0.35
H 1.354801 1.595514 7.560347 -1.02 1.07 0.01
H -1.231302 1.120656 7.061305 -0.08 -0.24 0.15
H -0.186143 0.549405 5.741958 -0.16 0.80 0.09
H -2.525260 2.508895 5.523328 0.01 -0.26 -0.40
H -2.834014 0.871168 5.057803 0.83 -0.34 0.54
H -1.688579 2.799695 3.755678 -0.10 0.73 -0.70
C 4.607064 -0.454193 0.287874 -0.73 1.70 -0.11
N 4.566578 1.022074 -0.222311 0.91 -1.88 0.10
C 4.347674 2.081399 0.595517 -0.50 -1.26 0.59
C 4.377319 3.336337 0.112525 -0.16 0.48 -1.70
C 4.599188 3.602515 -1.280656 0.80 0.71 0.69
C 5.010289 2.523352 -2.019694 -0.39 -1.49 -0.01
C 4.942473 1.256139 -1.482915 0.34 0.09 -0.93
C 4.508576 4.925565 -1.883533 0.22 -0.40 2.46
C 4.463564 5.193206 -3.242922 -1.42 2.53 0.97
C 4.034281 6.429109 -3.680170 0.64 0.17 0.27
N 3.761634 7.505905 -2.807580 0.42 -1.39 -0.63
C 3.956948 7.207877 -1.488114 1.16 0.70 1.54
C 4.368223 6.011341 -0.986116 -0.77 -0.24 -1.99
C 3.369190 8.677671 -3.317479 -0.62 -0.08 2.07
H 4.926211 -1.063552 -0.558048 -0.43 0.05 0.17
H 3.613369 -0.639156 0.747924 0.93 -0.24 -0.58
H 5.318459 -0.504395 1.102495 0.18 0.11 0.05
H 4.043585 1.864372 1.629789 0.28 -0.16 -0.46
H 4.096851 4.069307 0.812285 -0.33 1.12 0.65
H 5.324131 2.545398 -3.043903 0.04 0.41 -0.33
H 5.225072 0.465799 -2.186369 -0.31 -0.32 0.94
H 4.602753 4.478412 -3.968730 0.35 -1.61 -1.46
H 3.936877 6.680417 -4.731726 0.04 -0.11 0.24
H 4.021014 7.980269 -0.744701 -0.67 0.85 -0.34
H 4.502939 5.976683 0.078813 -0.01 -0.25 0.22
H 0.726465 8.712159 -5.057983 0.15 -0.15 0.01
H 2.948612 8.473438 -4.240975 -0.45 0.48 -2.04
H 2.817400 9.354690 -2.650547 0.71 -0.24 -0.22
C 0.386010 5.288902 -0.326453 0.74 0.87 0.59
N 0.307508 3.834204 -0.226209 -0.60 -1.07 1.03
C 0.856837 3.148530 0.839196 0.01 1.43 -0.35
C 0.751315 1.771567 0.879573 -0.15 0.60 -0.90
C 0.055800 1.094613 -0.138640 0.03 -0.24 0.60
C -0.636710 1.839900 -1.065579 -0.24 -0.40 -1.15
C -0.458780 3.176212 -1.133271 0.52 0.93 1.24
C 0.011425 -0.381459 -0.254316 0.06 -0.15 0.93
C 1.015576 -1.091824 0.399680 0.09 0.60 0.08
C 1.059931 -2.448167 0.320868 -0.37 -0.63 0.24
N 0.108432 -3.090857 -0.353829 -0.60 -0.03 -0.69
C -0.913835 -2.473177 -0.910966 -1.98 1.00 -1.04
C -1.018339 -1.081042 -0.869932 0.42 -0.97 -0.12
C 0.204904 -4.500770 -0.603119 2.03 -1.39 -0.42
H -0.497086 5.666449 -0.835421 -0.13 -0.02 0.29
H 1.239499 5.530219 -0.952470 0.25 0.09 -0.06
H 0.572162 5.777064 0.667767 -0.30 -0.71 -0.86
H 1.401922 3.782727 1.631596 -0.53 -0.65 -1.16
H 1.294486 1.328810 1.681361 0.21 -0.84 0.51
H -1.288375 1.445248 -1.845618 0.22 -0.29 0.41
H -0.992968 3.759757 -1.840727 -0.17 0.53 -0.54
H 1.717818 -0.540942 1.012357 0.33 -0.25 0.21
H 1.702869 -3.158864 0.789097 1.03 0.37 0.33
H -1.692092 -3.115041 -1.428100 1.02 0.58 0.65
H -1.879113 -0.620698 -1.318424 -0.38 0.38 -0.05
H -0.055424 -4.735799 -1.630688 -0.41 0.21 -0.04
H -0.356415 -5.086800 0.096743 -0.50 -0.26 0.62
H 1.287061 -4.737388 -0.550260 -0.53 0.01 0.13
C -5.404931 3.921286 3.128593 -1.38 -0.71 0.32
N -5.155113 2.490286 2.818684 -0.86 0.64 -0.17
C -6.080284 1.528090 3.031369 1.19 -1.14 0.12
C -5.687487 0.202418 2.859310 -0.59 0.36 -0.22
C -4.388358 -0.079384 2.421901 -0.44 0.54 0.79
C -3.501506 0.943697 2.215278 0.69 -1.17 -1.07
C -3.969246 2.206900 2.323823 1.35 1.03 -0.10
C -4.036618 -1.440952 2.074895 -0.64 -0.98 -2.09
C -3.546121 -2.381011 2.976493 -0.34 0.35 -0.71
C -3.374858 -3.671121 2.486147 1.58 -0.11 1.15
N -3.643531 -3.999365 1.231744 -0.62 0.13 -0.58
C -4.115510 -3.096065 0.324216 -0.15 0.75 0.69
C -4.336317 -1.765048 0.678045 1.03 -1.48 1.79
C -3.603738 -5.421276 0.822275 -1.69 -0.30 -0.19
H -5.482461 4.520452 2.248065 -0.16 0.07 -0.87
H -4.575179 4.321030 3.679168 0.37 -0.12 0.62
H -6.365578 3.918570 3.659485 0.44 0.43 0.03
H -7.055837 1.829498 3.347735 -0.30 0.15 0.19
H -6.370556 -0.645988 2.974856 0.03 0.63 0.09
H -2.489903 0.729555 1.850598 -0.52 0.33 0.20
H -3.345525 3.039418 2.052643 0.04 0.27 0.22
H -3.304871 -2.115146 4.020290 -0.13 -0.30 -0.77
H -2.821638 -4.421920 3.076597 -0.59 0.00 -0.37
H -4.316511 -3.500933 -0.656213 0.13 -0.09 -0.23
H -4.664915 -1.051033 -0.087071 0.21 0.01 0.46
H -4.571494 -5.869631 1.096774 0.13 0.30 0.12
H -2.834030 -5.980926 1.322927 0.77 0.18 0.11
H -3.606746 -5.437486 -0.254717 0.53 -0.01 -0.38
C -4.078118 1.345016 -2.371038 -0.25 0.14 1.94
O -2.932285 1.961731 -2.956147 -0.22 0.15 -1.57
O -3.765394 0.234185 -1.727146 -0.26 0.51 -0.11
C -4.691802 2.480060 -1.404511 3.31 0.69 -1.36
F -5.338654 3.401457 -2.174546 0.04 -0.33 0.99
F -5.428743 2.023632 -0.451319 -1.81 -0.49 0.99
F -3.657306 3.175362 -0.706361 -1.18 -0.55 -1.04
C -3.195103 2.578245 -4.238794 -1.30 0.07 0.70
C -1.985899 2.450106 -5.088421 1.08 0.29 0.16
H -2.091362 2.836820 -6.109276 -0.14 -0.22 0.25
H -1.250637 3.061205 -4.582058 0.57 0.25 -0.18
H -1.555134 1.441176 -5.063421 -0.41 0.04 -0.27
H -3.486141 3.625447 -4.044371 0.25 -0.20 -0.33
H -4.084276 2.113439 -4.707177 0.30 0.14 0.23
H -4.862720 1.267667 -3.150959 -0.07 -0.20 -0.19
C -1.747771 5.233723 3.471914 0.17 0.16 0.21
O -1.733625 6.200603 4.538160 -0.12 -1.49 0.09
O -2.340805 4.097969 3.827177 -0.40 0.88 -0.37
C -2.416097 5.987877 2.344290 -1.41 -0.64 0.67
F -3.646633 6.450188 2.701947 0.19 -0.23 -0.35
F -1.725251 7.018183 1.920523 0.63 1.02 -0.60
F -2.563679 5.165564 1.307181 -0.45 -0.55 -1.06
C -0.657270 7.057072 4.395857 1.93 0.10 -0.56
C -0.096147 7.433982 5.731757 -0.17 2.27 0.24
H 0.456601 8.427234 5.610922 -0.41 -1.45 0.34
H -0.961646 7.655918 6.372988 0.40 -0.13 0.23
H 0.552489 6.678014 6.175502 -0.05 0.10 -0.04
H -0.977334 7.911824 3.793517 0.43 0.22 0.28
H 0.176247 6.517434 3.856876 -0.72 0.72 0.09
H -0.705949 5.128625 3.068162 -0.10 -0.26 0.45
C -2.995246 -5.817950 -2.803302 -2.79 -1.05 -1.07
O -2.449405 -5.895762 -4.121114 1.81 -0.52 -0.78
O -3.190085 -4.627659 -2.358273 0.56 1.88 0.78
C -4.424945 -6.451554 -3.094809 -1.29 -0.83 0.81
F -5.289179 -6.479480 -1.995722 1.25 -0.26 -0.35
F -5.127797 -5.721124 -3.964019 0.12 0.45 -0.72
F -4.414287 -7.725618 -3.597229 0.27 0.72 0.52
C -1.421866 -6.891928 -4.311703 -0.11 -1.01 -0.04
C -0.134161 -6.316612 -4.906604 -0.94 0.79 1.40
H -0.361032 -5.735223 -5.780350 -0.04 0.00 -0.70
H 0.285109 -5.599566 -4.189522 0.18 -0.17 -0.06
H 0.576084 -7.097932 -5.095800 0.37 -0.33 -0.25
H -1.733567 -7.769677 -4.941485 -0.37 1.05 0.20
H -1.235645 -7.391676 -3.342131 0.20 0.41 -0.20
H -2.505685 -6.547086 -2.181896 0.82 -0.50 0.75
C 2.746883 -0.663071 3.626600 -0.38 0.18 -0.16
O 3.395488 -1.959017 3.573501 -0.15 0.39 -1.05
O 2.886659 0.024452 2.506591 -0.30 -0.38 0.69
C 1.228927 -0.930098 4.015560 -0.06 -1.84 -0.75
F 1.172274 -1.012678 5.394419 -0.63 0.84 -0.56
F 0.360196 -0.040028 3.476302 0.62 0.04 1.23
F 0.680213 -2.131576 3.630060 0.69 0.40 -0.05
C 3.751636 -2.733870 4.722648 -2.01 2.94 1.03
C 4.738271 -3.684564 4.228017 -0.75 -2.25 0.72
H 5.530413 -3.211903 3.733391 1.16 0.50 -0.81
H 5.081196 -4.418852 4.966611 0.14 0.45 0.17
H 4.097595 -4.279186 3.580524 0.57 -0.21 -0.80
H 2.824025 -3.257989 5.043505 0.62 0.23 0.39
H 4.055060 -1.955155 5.484322 0.03 -1.18 -0.22
H 3.081433 -0.122566 4.537656 0.46 -0.12 0.09
C 4.171562 -3.522842 -1.764985 1.92 1.47 -2.46
O 3.594048 -2.352497 -2.407210 0.35 0.71 -0.81
O 3.421406 -4.081841 -0.952346 -1.95 -2.17 2.41
C 4.764277 -4.527051 -2.867650 -0.69 0.86 -1.90
F 5.724765 -5.285330 -2.364646 0.61 -0.33 0.54
F 3.792428 -5.392014 -3.283941 0.47 0.38 -0.24
F 5.347774 -3.944264 -4.042368 -1.24 -0.80 1.96
C 2.466565 -2.572944 -3.193817 -1.26 -2.25 0.53
C 1.939907 -1.304800 -3.747470 0.27 0.64 -0.76
H 0.989094 -1.417473 -4.290411 0.47 -0.18 -0.09
H 1.774803 -0.539413 -3.013460 -0.06 0.33 0.75
H 2.749349 -0.943947 -4.385205 -0.38 0.36 -0.41
H 1.681554 -3.094812 -2.576586 0.48 0.32 -0.37
H 2.671648 -3.278232 -4.037444 0.03 0.43 0.45
H 5.089698 -3.046105 -1.422858 0.83 0.17 0.65
C -0.190459 7.034908 -5.607320 1.17 0.45 -0.31
O -1.390038 6.700854 -6.114623 -1.10 0.69 0.32
O -0.172345 8.405834 -5.209358 -0.36 -1.22 -0.20
C 0.151028 5.994628 -4.530795 0.75 2.01 0.59
F 1.294650 6.447985 -3.941101 -0.37 -0.14 0.61
F -0.715677 5.645774 -3.581625 -0.23 0.50 0.03
F 0.480619 4.922337 -5.174258 0.37 -2.35 -0.90
C -1.463711 6.634458 -7.535669 0.89 -2.74 0.21
C -2.871898 6.659986 -7.968383 -1.03 0.28 -0.55
H -3.488344 5.974455 -7.415491 -0.14 -0.20 0.73
H -3.282538 7.656680 -7.882425 -0.25 0.22 0.06
H -3.032751 6.314129 -8.985892 0.48 0.23 -0.34
H -1.043645 5.600814 -7.713940 -0.13 1.00 -0.57
H -0.843639 7.371458 -8.005642 0.31 0.56 -0.19
H 0.646664 6.773446 -6.339342 -0.76 0.82 0.55
C 3.003513 5.932268 2.917504 -0.77 1.91 1.04
O 3.041030 7.112209 2.047767 0.16 0.80 -1.23
O 2.519795 4.913197 2.361865 -0.54 -2.82 -1.55
C 4.430725 5.831750 3.514303 0.38 0.41 -1.18
F 5.451981 5.698067 2.628288 -0.37 -0.17 -0.67
F 4.646103 7.013104 4.084558 0.50 0.35 1.37
F 4.633378 4.815272 4.365296 -0.60 0.27 0.51
C 2.177737 8.212196 2.358123 0.71 -0.64 0.73
C 2.593929 9.447102 1.662420 0.77 1.41 -1.31
H 3.632675 9.643701 1.906378 0.25 0.16 0.11
H 2.584612 9.319553 0.574077 -0.17 -0.05 0.02
H 2.031143 10.398026 1.860758 0.15 -1.16 0.19
H 2.280832 8.396711 3.399252 -0.02 0.19 1.31
H 1.135246 8.052346 2.199942 -0.98 -0.81 -0.48
H 2.349293 6.315709 3.724652 0.34 0.00 0.93
C -0.258287 -6.580176 2.763137 0.44 1.47 -0.41
O 0.301155 -7.769187 2.066645 -0.11 1.08 0.89
O -1.201196 -5.864349 2.173122 0.08 -0.87 -0.31
C -0.693873 -7.015320 4.163926 0.48 0.19 -0.23
F 0.360179 -7.376566 4.882829 1.45 -2.11 0.34
F -1.132071 -6.033533 4.899635 -1.62 2.71 0.56
F -1.675369 -7.924435 4.202281 0.09 -0.78 -0.04
C -0.690402 -8.741870 1.809561 -0.01 0.45 -1.59
C -0.233126 -9.418581 0.481820 -0.47 -0.64 1.93
H -0.267793 -8.687111 -0.294027 0.08 0.52 -0.59
H 0.791614 -9.789939 0.620204 -0.28 -0.02 -0.22
H -0.898981 -10.247124 0.230630 0.15 -0.02 -0.08
H -1.593292 -8.141850 1.608331 -0.18 -0.68 0.10
H -0.840502 -9.375789 2.694378 0.10 -0.25 -0.61
H 0.651050 -5.931091 2.906512 -0.03 -0.71 0.21
```
Forces are in eV/Å.

total charge	+1
LUMO energy	-0.108	Eh
M	2015.965	g/mol
highest occupied orbital energy	-8.569	eV
Kohn-Sham gap	5.6	eV